108
Properties=species:S:1:pos:R:3:lowdin_charge:R:1 method="wB97M-V/def2-TZVPD" energy_ev=-72977.821
C -2.5162 -6.1421 -4.0166 -0.04
O -1.9269 -4.9930 -3.3995 0.02
C -1.8009 -5.0721 -2.0981 -0.64
O -2.1899 -5.9815 -1.4491 0.14
O -1.2578 -3.9686 -1.5580 -0.01
C -1.0728 -3.9826 -0.1673 -0.04
H -2.1870 -6.0395 -5.0638 0.10
H -3.6305 -6.1924 -3.9317 0.11
H -2.1319 -7.1133 -3.7159 0.09
H -2.0337 -3.9000 0.3110 0.10
H -0.6034 -3.0277 0.0211 0.08
H -0.6098 -4.8636 0.1784 0.09
C -5.9681 2.9283 -1.5791 0.00
O -5.8895 2.0282 -0.4147 0.00
C -5.0435 0.9923 -0.5553 -0.62
O -4.5356 0.7138 -1.6300 0.09
O -4.9563 0.3406 0.5773 0.02
C -4.2230 -0.9107 0.4941 0.00
H -6.0156 2.3408 -2.5089 0.09
H -5.0499 3.4888 -1.6616 0.08
H -6.8562 3.4777 -1.4140 0.08
H -4.7640 -1.5497 -0.1329 0.08
H -4.2063 -1.2928 1.5177 0.10
H -3.1420 -0.8022 0.1714 0.09
C 0.0433 0.4479 4.9694 -0.02
O 1.1014 0.2997 5.9224 0.02
C 1.8125 -0.8101 5.7791 -0.60
O 1.6647 -1.7086 4.9910 0.09
O 2.7674 -0.7701 6.7305 0.00
C 3.6693 -1.8796 6.5434 -0.02
H -0.5762 -0.4291 4.9179 0.10
H 0.4321 0.8046 3.9993 0.09
H -0.6051 1.2205 5.4260 0.11
H 4.3667 -1.8057 7.3699 0.10
H 4.1923 -1.6816 5.5950 0.09
H 3.1287 -2.8103 6.5389 0.09
C 1.3609 1.5715 -4.5479 -0.02
O 2.7064 1.3659 -4.0487 0.01
C 2.9645 1.8277 -2.8435 -0.64
O 2.1221 2.4246 -2.1489 0.06
O 4.1607 1.5310 -2.4569 0.02
C 4.3861 1.4878 -1.0080 0.03
H 1.2359 2.6210 -4.6923 0.09
H 0.6661 1.1803 -3.8968 0.04
H 1.3135 1.0069 -5.4755 0.11
H 5.2711 0.8776 -0.9300 0.10
H 3.5358 0.8562 -0.5897 0.12
H 4.3267 2.4280 -0.6141 0.06
C -3.5380 1.8167 -4.8210 -0.05
O -3.4740 2.7140 -3.7313 -0.03
C -2.2447 3.2302 -3.5323 -0.58
O -1.2622 2.9369 -4.1117 0.15
O -2.3884 4.0706 -2.4567 -0.02
C -1.1472 4.5487 -2.0126 -0.06
H -4.5575 1.4447 -4.9547 0.10
H -2.9174 0.9410 -4.6340 0.09
H -3.2460 2.4161 -5.7013 0.11
H -0.3860 3.7407 -2.0846 0.10
H -1.3513 4.9908 -1.0530 0.08
H -0.7941 5.3528 -2.6926 0.11
C 1.6450 3.3289 1.4812 -0.04
O 1.9648 2.0945 2.0606 0.00
C 3.1373 2.1162 2.7171 -0.59
O 3.7843 3.1118 2.9665 0.12
O 3.5318 0.9001 3.0605 -0.02
C 4.6810 0.6749 3.8473 -0.03
H 2.3383 3.4633 0.6033 0.11
H 1.8157 4.1708 2.1235 0.09
H 0.6296 3.2868 1.1684 0.07
H 5.4870 1.4035 3.5805 0.12
H 5.0062 -0.3551 3.7405 0.08
H 4.3799 0.8986 4.8542 0.09
C -3.0482 3.4577 3.3959 -0.09
C -2.3277 2.9836 2.2095 -0.32
O -1.2837 2.0981 2.5761 -0.09
H -3.6268 4.3671 3.2411 0.08
H -2.3283 3.6863 4.1760 0.08
H -3.7509 2.7818 3.8298 0.07
H -1.8613 3.7695 1.5573 0.12
H -3.1018 2.4294 1.6615 0.11
H -0.9919 1.6300 1.7842 0.05
C 1.7344 -2.1175 -4.1228 -0.07
C 2.6805 -2.6168 -3.0200 -0.28
O 3.1007 -3.9912 -3.2088 -0.07
H 0.8004 -2.6983 -4.1474 0.07
H 2.2211 -2.0927 -5.1266 0.09
H 1.3880 -1.1374 -3.7506 0.05
H 2.1007 -2.5470 -2.0698 0.10
H 3.6251 -2.0748 -2.9775 0.11
H 2.8385 -4.4661 -2.4711 0.03
C 2.7648 -3.5817 2.8006 -0.08
C 2.7758 -2.2065 2.0910 -0.30
O 1.4607 -1.7088 2.0489 -0.10
H 3.7858 -3.9925 2.9654 0.08
H 2.2046 -4.2132 2.0811 0.07
H 2.1885 -3.4294 3.7566 0.07
H 3.0032 -2.4057 1.0663 0.10
H 3.4390 -1.5313 2.6563 0.09
H 1.2052 -1.4082 2.9448 0.07
C -1.3822 -0.2979 -1.7792 -0.05
C -0.0932 -0.2118 -0.9491 -0.28
O -0.4117 -0.1818 0.4380 -0.10
H -1.7962 -1.2673 -1.6502 0.05
H -1.1106 -0.2006 -2.8773 0.09
H -2.1586 0.3735 -1.5768 0.03
H 0.5771 0.6052 -1.1978 0.09
H 0.4944 -1.0727 -1.2129 0.08
H 0.3545 -0.5626 0.9342 0.06



96
Properties=species:S:1:pos:R:3:lowdin_charge:R:1 method="wB97M-V/def2-TZVPD" energy_ev=-52002.569 charge=-1
C 2.2449 -0.3032 4.9243 -0.11
C 3.4965 -1.0893 4.5404 -0.27
C 3.9768 -0.7648 3.1170 -0.21
C 4.9453 0.4366 3.0531 -0.21
C 4.4518 1.6608 2.2643 -0.21
C 3.9232 1.3797 0.8553 -0.22
C 5.0439 0.9630 -0.0981 -0.22
C 4.5718 0.5827 -1.5035 -0.22
C 4.2565 -0.9081 -1.6680 -0.21
C 3.4463 -1.2136 -2.9406 -0.20
C 1.9645 -1.5783 -2.7399 -0.20
C 1.6777 -3.0850 -2.8019 -0.20
C 1.7972 -3.8254 -1.4594 -0.21
C 0.8138 -4.9913 -1.3337 -0.23
C 0.6275 -5.5323 0.0886 -0.21
C -0.4702 -4.8330 0.9208 -0.21
C -0.7433 -3.3563 0.6169 -0.34
C -1.9673 -2.7845 1.3646 -0.37
Nb -3.0924 -1.2706 0.1209 1.45
O -1.4434 -0.1816 0.1754 -0.42
C -2.9061 -2.1294 -1.9454 -0.34
O -3.8809 -1.9423 -2.9686 -0.25
O -4.9507 -2.8537 -2.6854 -0.08
C -4.2871 0.2837 -1.0918 -0.28
C -3.5860 1.0024 -2.2115 -0.53
O -2.5228 0.7009 -2.7044 0.05
N -4.2994 2.1515 -2.7124 -0.19
C -4.1220 3.3089 -1.8290 -0.09
C -3.9747 2.4366 -4.1014 -0.11
P -4.3380 -0.0353 2.0875 0.46
N -5.0143 -1.0613 3.1119 -0.45
H 2.4195 0.7753 4.8427 0.07
H 1.4055 -0.5531 4.2706 0.07
H 1.9456 -0.5042 5.9566 0.07
H 3.2944 -2.1616 4.6244 0.10
H 4.2940 -0.8590 5.2572 0.10
H 4.4564 -1.6547 2.6988 0.10
H 3.0967 -0.5641 2.4986 0.09
H 5.9186 0.1260 2.6601 0.10
H 5.1374 0.7645 4.0821 0.10
H 3.7079 2.2079 2.8547 0.10
H 5.3026 2.3461 2.1481 0.11
H 3.1329 0.6211 0.8569 0.10
H 3.4574 2.2918 0.4638 0.11
H 5.7599 1.7915 -0.1643 0.11
H 5.5788 0.1053 0.3317 0.11
H 5.3608 0.8413 -2.2198 0.11
H 3.6981 1.1821 -1.7909 0.12
H 3.7513 -1.2851 -0.7693 0.10
H 5.2136 -1.4395 -1.7256 0.11
H 3.9266 -2.0396 -3.4782 0.10
H 3.5128 -0.3460 -3.6070 0.10
H 1.5956 -1.1655 -1.7921 0.11
H 1.3827 -1.0880 -3.5251 0.11
H 0.6701 -3.2495 -3.2002 0.10
H 2.3663 -3.5291 -3.5316 0.10
H 1.6691 -3.1175 -0.6341 0.09
H 2.8048 -4.2493 -1.3518 0.11
H -0.1599 -4.6998 -1.7458 0.10
H 1.1759 -5.7990 -1.9829 0.11
H 0.3535 -6.5899 0.0069 0.10
H 1.5872 -5.5177 0.6213 0.10
H -1.4096 -5.3813 0.7812 0.11
H -0.2341 -4.9075 1.9887 0.11
H -0.8520 -3.2409 -0.4714 0.06
H 0.1498 -2.7746 0.8899 0.09
H -2.6116 -3.5893 1.7396 0.02
H -1.6319 -2.2531 2.2682 0.03
H -4.5620 -2.3617 0.2239 -0.09
H -0.6107 -0.6735 0.1678 -0.02
H -1.9891 -1.6928 -2.3593 0.06
H -2.7822 -3.2163 -1.7992 0.06
H -5.5108 -2.3136 -2.1036 0.06
H -4.7136 1.0695 -0.4542 -0.01
H -5.1699 -0.1823 -1.5518 0.05
H -5.0805 3.7733 -1.5687 0.08
H -3.6461 3.0146 -0.8923 0.07
H -3.4790 4.0650 -2.2930 0.08
H -2.9799 2.8894 -4.2284 0.08
H -3.9966 1.5112 -4.6775 0.08
H -4.7250 3.1205 -4.5122 0.08
H -3.4531 0.8351 2.7781 -0.09
H -5.2752 0.9329 1.6375 -0.09
H -4.9385 -2.0080 2.7554 -0.12
C -1.3248 7.3027 -0.1986 -0.07
C -2.4300 6.4673 0.4297 -0.50
C -2.4786 6.6352 1.9404 -0.06
O -2.2944 5.0971 0.0751 -0.05
H -0.3510 6.9873 0.1876 0.08
H -1.3181 7.1726 -1.2807 0.08
H -1.4521 8.3629 0.0269 0.08
H -3.3916 6.7634 0.0034 0.14
H -1.5366 6.3014 2.3854 0.08
H -3.2835 6.0350 2.3636 0.08
H -2.6347 7.6790 2.2187 0.08
H -1.4580 4.7708 0.4276 0.10